1.
Molecular formula: C25H27N3Re
Method: DFT, wB97M-V/def2-TZVPD

Structure (XYZ):
```
56
Properties=species:S:1:pos:R:3:forces:R:3:lowdin_charge:R:1
C -3.42361 -0.61016 -0.32700 -1.5 0.2 -0.2 -0.18
C -3.66809 0.38856 -1.61161 -0.8 -1.0 0.3 -0.15
H -3.58011 -1.63766 -0.68154 0.2 0.4 0.1 0.08
H -4.27354 -0.35475 0.32980 0.3 -0.2 -0.3 0.11
H -2.63987 -0.71685 0.50664 0.3 0.9 -1.0 0.07
H -2.91809 0.80969 -2.35522 0.6 -0.2 0.8 0.08
H -4.20681 -0.26819 -2.31399 0.1 0.3 0.3 0.11
H -4.35586 1.19272 -1.32628 0.5 -0.1 0.0 0.10
C -0.81146 -2.64237 -1.17307 0.5 0.2 -0.1 -0.11
C 0.00437 -3.76129 -1.19973 -0.3 -0.2 0.0 -0.01
C 1.26371 -3.66913 -1.78953 -0.2 0.0 0.0 0.00
C 1.68261 -2.45447 -2.31521 -0.2 0.9 -0.1 0.03
H -1.82749 -2.64459 -0.76422 0.6 -0.3 -0.1 0.10
H -0.36339 -4.67895 -0.74558 0.2 0.1 -0.2 0.13
H 1.91484 -4.53780 -1.82386 -0.1 0.1 0.0 0.13
H 2.65919 -2.32370 -2.77829 -0.2 -0.3 0.2 0.12
N -0.36859 -1.45724 -1.61224 -0.4 1.0 0.0 0.00
C 0.85963 -1.32380 -2.17571 -0.6 -1.3 0.7 -0.20
C 1.28537 0.05040 -2.45678 0.3 1.2 0.2 -0.19
N 0.48014 1.05226 -1.99006 -0.9 -0.2 0.4 0.00
C 0.83257 2.34091 -2.17409 0.1 -0.3 0.0 -0.08
C 2.89441 1.68970 -3.21798 -0.3 0.2 0.1 0.01
C 2.03738 2.69764 -2.76931 -0.2 -0.1 0.0 0.00
H 0.10593 3.07106 -1.81008 0.5 -0.1 -0.2 0.10
H 2.27377 3.75589 -2.87126 0.0 -0.3 0.0 0.13
C 2.51046 0.36311 -3.06734 -0.7 -0.4 0.2 0.03
H 3.13146 -0.46941 -3.39737 0.0 0.5 0.0 0.12
H 3.84475 1.93973 -3.68091 -0.1 -0.1 0.1 0.13
Re -1.40642 0.55430 -0.76503 3.9 -2.3 0.0 1.49
C -1.73362 2.49310 -0.26795 -0.5 0.9 -0.1 -0.27
H -2.02584 3.01586 -1.20022 0.0 0.1 0.4 0.04
H -0.87285 3.01310 0.19436 -0.4 -0.3 -0.2 0.04
H -2.58562 2.53526 0.43378 0.2 0.2 -0.1 0.05
C -0.09724 3.24486 3.85259 0.0 0.0 -0.1 -0.05
C -1.23587 2.43933 3.74204 0.1 0.0 0.1 -0.05
C -1.27478 1.40978 2.80232 0.5 0.1 -0.6 -0.04
C -0.17319 1.22604 1.94812 -0.4 1.0 0.2 -0.32
C 0.99526 1.99521 2.09171 -0.6 -0.1 0.0 -0.02
C 1.02466 3.01670 3.04351 -0.2 -0.3 0.0 -0.05
N -0.26534 0.27300 0.86462 -0.1 0.2 -0.1 -0.12
C 0.51226 -0.88043 1.24682 0.1 -0.7 -0.3 -0.30
C 1.87700 -0.94805 0.93338 -0.5 -0.2 -0.1 -0.03
C 2.59066 -2.09290 1.28908 -0.1 0.0 0.2 -0.05
C 1.95752 -3.11895 1.99987 0.0 -0.1 -0.1 -0.06
C 0.60330 -3.02965 2.34330 0.1 0.2 0.0 -0.06
C -0.12294 -1.89595 1.97688 0.4 0.1 -0.4 -0.03
H -0.07801 4.05981 4.57868 0.0 -0.3 -0.2 0.12
H -2.10207 2.61688 4.38565 0.4 -0.1 -0.2 0.12
H -2.14547 0.75836 2.67290 0.2 0.3 0.2 0.11
H 1.84659 1.77517 1.44725 -0.2 0.3 0.2 0.11
H 1.91948 3.63182 3.15189 -0.3 -0.2 0.0 0.12
H 2.34041 -0.10747 0.41065 0.0 -0.4 0.1 0.11
H 3.64415 -2.18219 1.01014 -0.4 0.0 0.2 0.12
H 2.52813 -4.00345 2.28952 -0.2 0.3 -0.1 0.12
H 0.11495 -3.83788 2.89318 0.2 0.3 -0.1 0.12
H -1.17880 -1.76296 2.22280 0.3 -0.2 0.1 0.11
```
Forces are in eV/Å.

## Properties
Energy above the lowest of the compared OMol25 structures with the same formula, charge and spin in kcal/mol: 13.4
Expectation value of S²: 3.771
2S+1: 4
Kohn-Sham gap (alpha / beta) in hartree: 0.2582 / 0.2324
Charge: +2
E in eV: -32945.7382
HOMO energy (alpha / beta) in eV: -14.1 / -14.1

2.
Molecular formula: C25H27NO2
Method: DFT, wB97M-V/def2-TZVPD

Structure (XYZ):
```
55
Properties=species:S:1:pos:R:3:forces:R:3:lowdin_charge:R:1
C -2.28408 1.57862 -3.11300 0.3 -0.1 -0.3 -0.01
C -2.14418 1.81863 -1.66572 0.8 -1.2 1.3 -0.25
N -3.22022 2.22692 -0.92069 0.1 0.5 0.8 0.13
C -2.89053 2.22358 0.43118 0.3 -0.6 -0.2 -0.18
C -1.52988 1.80941 0.52836 -1.1 -0.2 0.0 -0.16
C -0.94274 1.66623 1.79100 -0.3 0.3 0.6 -0.03
C -1.74586 1.84026 2.92695 0.0 0.0 -0.4 -0.09
C -3.12521 2.13757 2.81093 0.0 0.1 -0.4 -0.09
C -3.70628 2.35884 1.54942 0.3 0.1 0.6 -0.02
C -1.11665 1.45303 -0.79171 -0.2 0.2 -0.6 -0.13
C 0.15759 0.64141 -1.00476 -0.2 3.9 -4.8 -0.17
C 1.38638 1.61903 -0.80066 0.2 -1.2 0.6 -0.14
C 1.37036 2.84969 -0.12748 -0.5 0.6 0.9 -0.04
C 2.51011 3.31283 0.53813 0.9 -0.3 -0.3 -0.04
C 3.71025 2.58010 0.46926 0.1 -0.3 -0.2 -0.28
C 4.89357 2.93822 1.33530 0.1 0.2 0.2 -0.06
C 3.78244 1.49262 -0.40818 -0.2 0.4 -0.5 -0.03
C 2.63558 1.08247 -1.08092 0.1 0.0 0.2 -0.05
H -1.29101 1.66494 -3.55603 -0.1 0.0 -0.2 0.08
H -2.67368 0.57179 -3.31860 0.0 0.2 0.1 0.09
H -2.94359 2.31695 -3.57583 0.1 -0.1 0.0 0.08
H -4.13027 2.48034 -1.27782 0.3 0.0 0.0 0.16
H 0.13750 1.51162 1.88394 -0.4 -0.1 0.1 0.11
H -1.29681 1.74515 3.91992 -0.2 0.0 -0.4 0.10
H -3.73498 2.19607 3.72292 0.3 0.1 -0.5 0.10
H -4.76105 2.60529 1.42167 0.2 -0.1 0.2 0.11
H 0.21328 0.20289 -1.99943 0.0 2.4 -1.4 0.16
H 0.48046 3.48519 -0.02308 0.1 -0.7 -0.1 0.12
H 2.54237 4.23086 1.15674 -0.5 -0.6 -0.6 0.12
H 5.75791 2.27850 1.14935 -0.4 0.3 0.0 0.08
H 5.20272 3.98450 1.17937 0.0 -0.3 0.0 0.08
H 4.60904 2.84512 2.39598 0.2 0.0 -0.3 0.08
H 4.71192 0.93790 -0.58639 -0.3 0.4 0.2 0.12
H 2.64113 0.25226 -1.76450 0.4 -0.2 0.1 0.11
C -0.38403 -5.31025 0.60073 0.0 0.1 0.1 -0.05
C -0.23864 -3.94317 -0.10376 -0.1 -0.2 -0.1 -0.58
C -0.10799 -4.18882 -1.59931 0.0 -0.3 -0.2 -0.04
C -1.38744 -2.97031 0.16051 0.2 -0.1 -0.1 -0.06
C -1.22524 -1.54392 -0.44485 -1.6 1.3 0.6 -0.31
O -2.27678 -0.91308 -0.56086 0.6 -0.8 -0.3 0.06
C 0.09358 -0.88147 -0.67737 0.2 -3.0 6.9 -0.07
C 1.21579 -1.81381 -0.27091 1.7 1.4 0.8 -0.31
O 2.38221 -1.41716 -0.24249 -0.8 -0.7 -0.3 0.03
C 0.98778 -3.20397 0.39579 -0.2 0.2 -0.3 -0.07
H -0.44799 -5.22559 1.69804 0.0 0.1 -0.3 0.09
H -1.27159 -5.86610 0.25312 0.3 0.3 0.1 0.09
H 0.49813 -5.93608 0.37844 -0.3 0.2 0.0 0.09
H 0.01538 -3.24281 -2.12850 0.0 -0.1 -0.2 0.08
H 0.76383 -4.82295 -1.80859 -0.2 0.1 0.0 0.09
H -1.00194 -4.69505 -1.98582 0.2 0.1 0.0 0.09
H -2.36252 -3.36909 -0.15941 0.3 0.3 -0.1 0.13
H -1.45625 -2.81822 1.25068 -0.1 0.1 -0.2 0.14
H 0.23937 0.05772 0.28415 -0.5 -3.2 -0.7 0.26
H 0.85035 -3.03861 1.47687 0.2 0.2 -0.2 0.14
H 1.90842 -3.79610 0.28791 -0.2 0.4 -0.2 0.13
```
Forces are in eV/Å.

## Properties
Energy above the lowest of the compared OMol25 structures with the same formula, charge and spin in kcal/mol: 99.2
Kohn-Sham gap in hartree: 0.2858
E in eV: -31944.0955
HOMO energy in eV: -7.5

3.
Molecular formula: C25H27O3
Method: DFT, wB97M-V/def2-TZVPD

Structure (XYZ):
```
55
Properties=species:S:1:pos:R:3:forces:R:3:lowdin_charge:R:1
C 7.02427 -2.17852 0.02690 -0.3 -0.1 0.3 -0.05
O 5.93343 -2.69853 0.82268 -0.5 0.6 -0.2 -0.07
C 4.74383 -2.03655 0.80944 0.1 0.1 -0.4 -0.24
C 3.63738 -2.68152 1.41485 0.4 0.1 -0.3 0.02
C 2.36907 -2.14879 1.28663 0.0 0.3 0.0 -0.01
C 2.15871 -0.89451 0.66973 0.4 -0.1 0.0 -0.18
C 0.81229 -0.31381 0.52440 -0.1 0.2 -0.2 -0.08
C -0.28213 -1.14046 0.30014 -0.2 -0.1 -0.2 -0.02
C -1.65803 -0.74963 0.26046 0.2 -0.4 1.2 -0.01
C -2.78493 -1.70913 0.45225 0.2 -0.1 0.0 -0.20
C -4.09419 -1.21999 0.60363 0.1 0.0 -0.2 -0.04
C -5.18289 -2.08933 0.62642 0.1 0.0 0.1 -0.06
C -4.97852 -3.47377 0.56277 0.3 0.3 0.0 -0.05
C -3.67421 -3.97007 0.48002 0.2 0.2 0.1 -0.05
C -2.58152 -3.09597 0.43755 -0.3 -0.1 -0.2 -0.02
C 0.70190 1.15396 0.59922 0.1 0.4 0.1 -0.18
C 1.47329 1.89490 1.53083 -0.1 -0.3 0.0 -0.01
C 1.31844 3.25648 1.67843 -0.4 0.4 -0.4 0.02
C 0.41198 3.95799 0.84509 -0.2 -0.1 -0.2 -0.24
O 0.30176 5.30082 1.03163 -0.2 -0.6 -0.5 -0.07
C -0.59343 6.02646 0.15515 0.3 -0.2 0.3 -0.05
C -0.32394 3.24646 -0.13250 0.3 0.5 0.4 0.00
C -0.16291 1.87508 -0.24004 -0.1 -0.2 0.1 -0.02
C 3.29555 -0.21380 0.17268 -0.4 0.0 0.0 -0.01
C 4.56086 -0.77736 0.19036 0.1 -0.6 0.3 0.00
H 7.84903 -2.86194 0.23061 -0.1 0.2 -0.1 0.10
H 6.77590 -2.19366 -1.04450 0.0 0.0 0.3 0.10
H 7.29484 -1.15759 0.33199 -0.1 -0.3 0.0 0.09
H 3.81170 -3.62003 1.93625 -0.1 0.2 -0.2 0.13
H 1.51456 -2.67643 1.71087 0.3 0.1 0.0 0.12
H -0.07736 -2.18933 0.08268 0.1 0.3 0.2 0.11
H -1.89089 0.26611 0.58059 0.1 -0.2 -0.1 0.14
H -4.25042 -0.13970 0.67478 0.0 -0.4 0.0 0.12
H -6.19269 -1.68264 0.69265 0.3 -0.2 0.1 0.11
H -5.83024 -4.15560 0.59278 0.3 0.2 0.0 0.12
H -3.49500 -5.04467 0.44566 -0.1 0.3 0.0 0.11
H -1.56645 -3.49118 0.38182 -0.4 0.0 0.0 0.11
H 2.18820 1.37363 2.16745 -0.2 0.1 -0.1 0.13
H 1.88297 3.81810 2.41946 -0.1 -0.1 -0.2 0.13
H -0.50481 7.06048 0.48563 -0.1 -0.1 -0.1 0.10
H -0.28230 5.93363 -0.89574 0.0 0.0 0.3 0.10
H -1.63010 5.67710 0.26803 0.3 0.1 0.0 0.10
H -1.01734 3.77050 -0.79588 0.3 -0.3 0.2 0.10
H -0.71796 1.34634 -1.00938 0.2 0.2 0.2 0.09
H 3.18230 0.77489 -0.27228 -0.1 -0.3 0.0 0.13
H 5.40001 -0.26147 -0.28117 -0.4 -0.2 0.2 0.11
C -2.77529 1.19508 -3.25965 0.1 0.0 -0.2 -0.06
C -3.13158 0.15042 -2.22965 0.1 -0.2 0.2 -0.20
O -1.90654 -0.33865 -1.57787 -0.4 0.1 -1.0 -0.10
H -3.68987 1.68649 -3.59865 0.1 0.0 0.0 0.09
H -2.10408 1.95735 -2.85069 -0.1 -0.1 0.0 0.07
H -2.29247 0.72923 -4.12448 0.0 0.2 0.1 0.09
H -3.74411 0.56127 -1.42390 0.1 -0.1 -0.1 0.11
H -3.65528 -0.70563 -2.67635 0.1 0.2 0.2 0.14
H -1.57077 -1.10251 -2.06981 0.1 0.1 0.1 0.15
```
Forces are in eV/Å.

## Properties
Kohn-Sham gap in hartree: 0.2554
Charge: +1
E in eV: -32497.5449
HOMO energy in eV: -11.0